Model w:
# C6H9NO

The molecule C6H9NO (ωB97M-V/def2-TZVPD, the Open Molecules 2025 dataset).

Structure (ORCA input):
```
! wB97M-V def2-TZVPD RIJCOSX def2/J DEFGRID3
* xyz 0 1
C 2.50796 0.09636 0.32701
C 1.42088 -0.63520 0.12771
C 0.26739 -0.23243 -0.76778
C -1.02926 -1.01101 -0.45385
C -1.87946 -0.05204 0.40765
C -1.13979 1.27374 0.35530
O -1.36705 2.25447 1.02215
N -0.12376 1.17810 -0.58835
H 3.17188 -0.12551 1.14950
H 2.77736 0.91295 -0.33392
H 1.33744 -1.58529 0.64598
H 0.55471 -0.36297 -1.81383
H -1.55031 -1.28501 -1.36549
H -0.80983 -1.89732 0.13350
H -2.88591 0.03399 0.00961
H -1.89021 -0.34802 1.45331
H 0.63796 1.78519 -0.30849
*
```

Properties
LUMO level = 0.94 eV
HOMO energy = -9.57 eV
orbital gap = 0.386 Ha

***

Model x:
# C6H9NO

A structure of composition C6H9NO (ωB97M-V/def2-TZVPD, the Open Molecules 2025 dataset).

Structure (ORCA input):
```
! wB97M-V def2-TZVPD RIJCOSX def2/J DEFGRID3
* xyz 0 1
C 1.63914 -0.62899 0.82933
C 1.35086 -0.99433 -0.77908
C -1.18884 0.10577 -0.83384
C -1.34116 1.46349 0.06579
C 0.52985 0.29820 0.55410
C -0.67509 -0.70734 0.15632
H 2.80136 -0.70913 0.76597
H 1.16596 -1.43983 1.48968
H 1.40521 -2.24564 -0.64402
H 2.06657 -0.42899 -1.30191
H -2.04105 0.19814 -1.69482
H -1.15153 2.45978 -0.73696
H -2.43687 1.32679 0.64816
H 0.91856 0.75224 -0.25198
H -0.89765 -1.52040 0.90979
N -0.14673 -0.77680 -1.21585
O -0.33651 1.22799 1.17142
*
```

Properties
LUMO level = 1.03 eV
HOMO energy = -8.46 eV
orbital gap = 0.349 Ha

***

It is model x that is the least stable of them.

***

Model w:
# C2H4N2O

The molecule C2H4N2O (ωB97M-V/def2-TZVPD, the Open Molecules 2025 dataset).

Structure (ORCA input):
```
! wB97M-V def2-TZVPD RIJCOSX def2/J DEFGRID3
* xyz 0 1
C -1.01978 0.40356 0.74366
N -0.26391 -0.48220 1.25308
N 0.77578 -0.67869 0.36956
C 0.51170 0.18191 -0.78148
O -0.53784 1.04197 -0.37163
H -1.84773 0.85892 1.25073
H 0.94582 -1.66009 0.19457
H 1.39771 0.77147 -1.04172
H 0.03823 -0.43685 -1.61676
*
```

Properties
LUMO level = 0.97 eV
HOMO energy = -8.37 eV
orbital gap = 0.343 Ha

***

Model x:
# C2H4N2O

The molecule C2H4N2O (ωB97M-V/def2-TZVPD, the Open Molecules 2025 dataset).

Structure (ORCA input):
```
! wB97M-V def2-TZVPD RIJCOSX def2/J DEFGRID3
* xyz 0 1
C 1.14998 0.97180 0.49119
N 0.87467 0.39597 -0.61180
C -0.15696 -0.70201 -0.80127
N -1.11059 -0.60543 0.12341
O -0.06727 -1.56933 -1.63672
H 2.04862 1.60824 0.55428
H 0.53688 0.92686 1.40517
H -1.32385 0.18277 0.70640
H -1.95147 -1.20886 -0.23067
*
```

Properties
LUMO level = 0.46 eV
HOMO energy = -9.80 eV
orbital gap = 0.377 Ha

***

It is model w that is the least stable of them.

***

Model w:
# C3H7NO

The molecule C3H7NO (ωB97M-V/def2-TZVPD, the Open Molecules 2025 dataset).

Structure (ORCA input):
```
! wB97M-V def2-TZVPD RIJCOSX def2/J DEFGRID3
* xyz 0 1
C 0.76805 -0.43184 0.93077
C -0.11754 0.01843 -0.19587
C 0.36391 1.13332 -1.08047
N -1.28671 -0.44488 -0.41615
O -1.60040 -1.46117 0.49243
H 1.82149 -0.42000 0.63341
H 0.48475 -1.43030 1.26226
H 0.65059 0.24870 1.78492
H 1.33185 0.88938 -1.53419
H 0.50699 2.04468 -0.48389
H -0.35783 1.33879 -1.87395
H -2.56516 -1.48510 0.48074
*
```

Properties
LUMO level = 1.08 eV
HOMO energy = -9.45 eV
orbital gap = 0.387 Ha

***

Model x:
# C3H7NO

A cluster of 2 separate species, C3H7NO in total (ωB97M-V/def2-TZVPD, the Open Molecules 2025 dataset).

Structure (ORCA input):
```
! wB97M-V def2-TZVPD RIJCOSX def2/J DEFGRID3
* xyz 0 1
C -0.85809 0.54555 -1.82132
C -0.90188 -0.44251 -0.85931
N -0.08128 -0.50360 0.28959
C 0.42201 -1.60444 0.75673
H 0.05775 1.10639 -2.09485
H -1.83102 0.86549 -2.27019
H -1.73627 -1.02245 -0.93696
H 1.17184 -1.52256 1.58712
H 0.24056 -2.66112 0.46502
O 1.19187 1.79532 2.02278
H 0.71758 1.06350 1.59091
H 1.60693 2.38044 1.27051
*
```

Properties
LUMO level = 0.09 eV
HOMO energy = -9.26 eV
orbital gap = 0.344 Ha

***

Model y:
# C3H7NO

A cluster of 2 separate species, C3H7NO in total (ωB97M-V/def2-TZVPD, the Open Molecules 2025 dataset).

Structure (ORCA input):
```
! wB97M-V def2-TZVPD RIJCOSX def2/J DEFGRID3
* xyz 0 1
C 0.34146 -1.19811 0.45659
C -0.06542 1.15567 -0.57986
C -0.62188 -0.29940 -0.28271
N -0.49242 -0.91224 -2.34142
O 0.11060 -0.09884 -2.89336
H 1.43230 -0.95377 0.38529
H 0.20544 -1.00830 1.54863
H 0.08275 -2.31520 0.40666
H 0.63116 0.88388 -1.42513
H 0.35766 1.57556 0.35746
H -0.96812 1.81423 -0.88086
H -1.63386 -0.44581 -0.25896
*
```

Properties
LUMO level = 0.41 eV
HOMO energy = -7.59 eV
orbital gap = 0.294 Ha

***

It is model y that is the least stable of them.

***

Model w:
# C3H7NO

A cluster of 2 separate species, C3H7NO in total (ωB97M-V/def2-TZVPD, the Open Molecules 2025 dataset).

Structure (ORCA input):
```
! wB97M-V def2-TZVPD RIJCOSX def2/J DEFGRID3
* xyz 0 1
C 1.42730 -0.48395 0.90826
N 0.35302 0.11065 0.64339
C 0.12227 1.50771 0.99559
H 1.42970 -1.57370 0.92729
H 2.38647 0.04920 0.98358
H -0.93968 1.68769 1.06552
H 0.58137 2.09463 0.18489
H 0.70497 1.80457 1.86933
C -1.54676 -1.28141 -1.89557
O -0.54794 -1.22669 -2.56293
H -2.51558 -1.61428 -2.30423
H -1.45513 -1.07443 -0.81513
*
```

Properties
LUMO level = 1.04 eV
HOMO energy = -9.25 eV
orbital gap = 0.378 Ha

***

Model x:
# C3H7NO

The molecule C3H7NO (ωB97M-V/def2-TZVPD, the Open Molecules 2025 dataset).

Structure (ORCA input):
```
! wB97M-V def2-TZVPD RIJCOSX def2/J DEFGRID3
* xyz 0 1
C 0.23050 -1.23164 0.13853
C 0.30632 0.24439 -0.28827
N -0.86592 0.68637 -1.08686
C 0.38277 1.13084 0.93511
O 0.30782 2.32337 0.98748
H -0.39108 -1.27005 1.03561
H 1.20618 -1.69640 0.25147
H -0.34903 -1.81781 -0.57782
H 1.20232 0.48190 -0.86474
H -1.67151 0.48411 -0.51795
H -0.96454 0.09053 -1.89224
H 0.60618 0.57440 1.87967
*
```

Properties
LUMO level = 0.75 eV
HOMO energy = -9.83 eV
orbital gap = 0.389 Ha

***

Model y:
# C3H7NO

The molecule C3H7NO (ωB97M-V/def2-TZVPD, the Open Molecules 2025 dataset).

Structure (ORCA input):
```
! wB97M-V def2-TZVPD RIJCOSX def2/J DEFGRID3
* xyz 0 1
C 1.66819 0.81787 0.60910
N 1.22765 0.09217 -0.33023
C 0.29123 -0.92757 0.11967
O -0.87579 -1.07339 -0.62184
C -1.62580 0.08847 -0.90417
H 2.51434 1.48273 0.44758
H 1.23928 0.80061 1.62298
H 0.82145 -1.87702 -0.00287
H 0.08672 -0.78181 1.19900
H -1.40544 0.92250 -0.22602
H -1.42769 0.40875 -1.93287
H -2.68652 -0.16746 -0.81192
*
```

Properties
LUMO level = 1.08 eV
HOMO energy = -9.64 eV
orbital gap = 0.394 Ha

***

Model z:
# C3H7NO

The molecule C3H7NO (ωB97M-V/def2-TZVPD, the Open Molecules 2025 dataset).

Structure (ORCA input):
```
! wB97M-V def2-TZVPD RIJCOSX def2/J DEFGRID3
* xyz 0 1
C 1.58847 -0.23982 -0.04314
N 0.34264 -1.03198 -0.13072
C -0.94763 -0.53683 -0.00772
C -1.14442 0.94147 -0.02181
O -1.87123 -1.31110 0.01717
H 1.56219 0.29852 1.01458
H 1.51987 0.46836 -0.62898
H 2.53021 -0.80473 0.01517
H 0.28198 -1.86219 0.04097
H -1.00345 1.34458 -1.10005
H -0.62473 1.43951 0.77075
H -2.23389 1.29420 0.07378
*
```

Properties
LUMO level = 0.85 eV
HOMO energy = -9.56 eV
orbital gap = 0.383 Ha

***

It is model w that is the least stable of them.